Model A:
Molecular formula: C6H10N3O
Method: DFT, ωB97M-V with the def2-TZVPD basis set

Last column: natural (NBO) charge in e.
CARTESIAN COORDINATES (ANGSTROEM)
1 C -0.8872 -0.3999 0.3248  0.344
2 C -2.9913 0.3223 0.3510  0.669
3 C 1.4277 -0.6312 0.6350  0.580
4 C -2.7658 -0.4312 -0.8996  -0.367
5 C 2.8892 1.2310 -0.2970  -0.569
6 C 2.1164 -0.1510 -0.5432  -0.590
7 N 1.6584 -1.0201 1.7722  -0.530
8 N -1.7456 0.2450 1.0909  -0.644
9 N -1.3395 -0.7472 -0.8208  -0.561
10 O -3.9386 0.7732 0.8991  -0.456
11 H -3.3372 -1.3467 -0.9007  0.267
12 H -3.1903 0.0823 -1.7466  0.274
13 H 2.0304 1.9692 -0.0583  0.209
14 H 3.5564 1.1580 0.5736  0.240
15 H 3.2316 1.6094 -1.2929  0.251
16 H 1.3911 0.2284 -1.2712  0.270
17 H 2.9954 -0.8640 -0.8170  0.300
18 H 1.1289 -1.3181 2.4861  0.416
19 H -1.3942 0.6953 1.9510  0.455
20 H -0.8360 -1.4047 -1.4363  0.443

## Properties
Charge ... +1
LUMO level ... -4.0 eV
Kohn-Sham gap ... 0.3478 Ha


Model B:
Molecular formula: C6H10N3O
Method: DFT, ωB97M-V with the def2-TZVPD basis set

Last column: natural (NBO) charge in e.
CARTESIAN COORDINATES (ANGSTROEM)
1 C -2.5282 -0.5511 -0.5541  -0.429
2 N -1.2446 -1.1090 0.0444  -0.573
3 C 0.3611 -0.5160 -0.5238  0.119
4 C 1.1451 -1.7815 -0.2009  0.377
5 O 0.7644 -2.8323 0.2463  -0.466
6 N 0.8189 0.6661 -0.0551  -0.390
7 C 1.2862 0.9029 1.2301  -0.135
8 C 1.5795 2.2500 1.2410  -0.016
9 N 1.3438 2.7988 0.0119  -0.374
10 C 0.9629 1.8239 -0.7242  0.208
11 H -3.3384 -1.2076 -0.2411  0.251
12 H -2.7151 0.3818 0.0331  0.232
13 H -2.3568 -0.2382 -1.5797  0.241
14 H -1.2813 -2.0709 -0.2220  0.432
15 H -1.1758 -1.1061 1.0687  0.433
16 H 0.3280 -0.4512 -1.5901  0.254
17 H 2.2702 -1.8433 -0.6181  0.182
18 H 1.2045 0.3160 2.0514  0.228
19 H 2.1048 2.7093 2.0258  0.231
20 H 0.4708 1.8587 -1.6436  0.196

## Properties
SMILES ... C[NH2+][C@H](C=O)n1ccnc1
Charge ... +1
LUMO level ... -4.2 eV
Kohn-Sham gap ... 0.3375 Ha


Model C:
Molecular formula: C6H10N3O
Method: DFT, ωB97M-V with the def2-TZVPD basis set

Last column: natural (NBO) charge in e.
CARTESIAN COORDINATES (ANGSTROEM)
1 C -1.3939 0.8698 -1.7581  -0.302
2 C -1.6397 1.4052 -0.5130  0.062
3 C -0.4976 -0.2455 -1.8730  0.270
4 C 0.3160 -0.5581 -0.7116  0.051
5 C 0.0198 0.2144 0.3950  0.477
6 C 0.7962 -0.4050 2.9994  -0.253
7 N -0.9335 1.1221 0.5947  -0.523
8 N -0.3486 -0.9789 -2.9628  -0.749
9 N 1.3691 -1.3811 -0.6977  -0.753
10 O 1.3219 -0.4084 1.7517  -0.509
11 H -2.0765 1.0100 -2.6199  0.258
12 H -2.3969 2.1869 -0.4537  0.248
13 H 1.6516 -0.9471 3.4839  0.233
14 H -0.1127 -0.9318 3.2282  0.174
15 H 0.6069 0.5975 3.3353  0.160
16 H -1.2177 1.5406 1.4797  0.468
17 H -0.7724 -0.6061 -3.8934  0.431
18 H 0.3710 -1.7461 -3.1461  0.434
19 H 1.3243 -2.0792 -1.2997  0.373
20 H 1.6989 -1.5471 0.2788  0.450

## Properties
Charge ... +1
LUMO level ... -4.1 eV
Kohn-Sham gap ... 0.3102 Ha


Consider the structures shown above. The most stable of them is model B.